Version A
The following is a DFT calculation (wB97M-V/def2-TZVPD) of one molecule with the formula C5H8N2O2.

Geometry as ORCA input:
```
! wB97M-V def2-TZVPD RIJCOSX def2/J DEFGRID3
* xyz 0 1
C -2.15452 0.02346 -0.23926
C 0.09528 -0.50297 -0.01998
C 0.16426 -1.97023 -0.09063
C 0.91477 1.86081 -0.22907
C 1.29737 0.42134 0.00694
N -2.02744 0.01175 1.19564
N -0.93850 -0.10215 1.64546
O -3.16910 0.08001 -0.87102
O -0.97227 -0.08817 -0.80497
H -0.58975 -2.31461 0.71732
H 1.09042 -2.23209 0.28790
H -0.07168 -2.48857 -1.07628
H 0.38698 2.03073 -1.24733
H 1.84133 2.48697 -0.26693
H 0.52897 2.31772 0.70084
H 1.65135 0.24192 1.06500
H 1.95253 0.22408 -0.77361
*
```

The gap between HOMO and LUMO comes out at 8.88 eV.

Atomic partial charges in e from the Mulliken method, atoms 1 to 6:
1 C 0.606
2 C 0.721
3 C -1.292
4 C -1.254
5 C -0.355
6 N -0.107

=====

Version B
The following is a DFT calculation (wB97M-V/def2-TZVPD) of one molecule with the formula C5H8N2O2.

Geometry as ORCA input:
```
! wB97M-V def2-TZVPD RIJCOSX def2/J DEFGRID3
* xyz 0 1
C 0.82514 1.35875 -0.94476
C 0.46996 1.05092 0.31530
C 0.83176 -0.34590 0.82879
N -0.32266 -0.88219 1.43207
C -1.35682 -1.39107 0.61462
C -1.64985 -1.08138 -0.68455
N -2.27327 -2.16718 1.40829
O -3.40609 -2.20143 1.03212
O -1.77119 -2.62203 2.42636
H 0.64799 2.27676 -1.49307
H 1.52099 0.69608 -1.50850
H 0.03542 1.70100 0.95518
H 1.53025 -0.14431 1.74771
H 1.39323 -1.08754 0.04014
H -0.38532 -1.48173 2.24946
H -2.34701 -1.78998 -1.08712
H -0.92458 -0.47393 -1.25348
*
```

The SMILES is C=CCNC(=C)[N+](=O)[O-]. The gap between HOMO and LUMO comes out at 8.47 eV.

Atomic partial charges in e from the Mulliken method, atoms 1 to 6:
1 C -0.791
2 C -0.180
3 C -0.507
4 N -0.153
5 C 0.243
6 C -0.844

=====

Winner for stability: version A